Entry a
This record from the OMol25 dataset describes a single C8H14O molecule. The level of theory is ωB97M-V/def2-TZVPD.

Results
- SMILES string = C/C=C(/C)C(C)(C)C=O
- HOMO energy (eV) = -8.7
- frontier orbital gap (eV) = 9.56

Structure (ORCA input):
```
! RIJCOSX wB97M-V def2-TZVPD def2/J DEFGRID3
* xyz 0 1
C 1.997 -0.152 -1.567
C 1.690 -0.277 -0.107
C 0.518 -0.345 0.558
C 0.542 -0.596 2.037
C -0.776 0.153 -0.028
C -1.927 0.318 0.963
C -1.233 -0.648 -1.243
C -0.233 1.607 -0.393
O -0.085 2.503 0.384
H 2.007 -1.128 -2.061
H 1.291 0.498 -2.081
H 2.985 0.291 -1.687
H 2.562 -0.553 0.468
H 0.285 0.316 2.588
H -0.174 -1.369 2.306
H 1.529 -0.921 2.354
H -2.796 0.699 0.426
H -1.684 1.046 1.734
H -2.172 -0.622 1.452
H -1.602 -1.621 -0.908
H -0.430 -0.835 -1.954
H -2.045 -0.125 -1.753
H -0.250 1.762 -1.488
*
```

Entry b
This record from the OMol25 dataset describes C8H14O as an isolated structure. The level of theory is ωB97M-V/def2-TZVPD.

Results
- HOMO energy (eV) = -8.2
- frontier orbital gap (eV) = 9.12

Structure (ORCA input):
```
! RIJCOSX wB97M-V def2-TZVPD def2/J DEFGRID3
* xyz 0 1
C -0.367 0.236 0.161
C 1.198 1.118 -1.619
C -1.575 0.499 -0.724
C -0.154 1.298 1.230
C 0.810 -0.293 -0.425
C -0.862 -1.434 1.056
C 1.743 -1.226 -0.377
C -0.838 -1.640 2.370
O 0.662 0.789 -2.869
H 0.965 -0.101 -3.099
H 0.851 2.106 -1.326
H 2.291 1.129 -1.628
H -1.259 -2.214 0.403
H -1.666 -0.249 -1.513
H -2.484 0.490 -0.114
H -1.520 1.488 -1.187
H 0.772 1.146 1.789
H -0.131 2.299 0.791
H -0.987 1.270 1.938
H 1.640 -2.094 0.263
H 2.616 -1.181 -1.021
H -1.284 -2.521 2.834
H -0.419 -0.918 3.068
*
```

It is entry a that is most stable; the runner-up trails by 72.6 kcal/mol.

Entry a
This record from the OMol25 dataset describes a 2-piece molecular cluster, C8H14O overall. The level of theory is ωB97M-V/def2-TZVPD.

Results
- SMILES string = C#CC(=C)C.CC(C)O
- HOMO energy (eV) = -8.1
- frontier orbital gap (eV) = 8.99

Structure (ORCA input):
```
! RIJCOSX wB97M-V def2-TZVPD def2/J DEFGRID3
* xyz 0 1
C 0.366 0.278 -2.666
C -0.429 0.813 -1.926
C -1.247 1.296 -0.896
C -0.723 2.166 0.008
C -2.544 0.571 -0.663
H 0.973 0.036 -3.497
H -1.346 2.540 0.809
H 0.077 2.824 -0.296
H -3.091 0.997 0.177
H -3.180 0.631 -1.545
H -2.371 -0.497 -0.464
C 0.301 -1.634 1.658
C 1.398 -0.736 1.125
C 1.927 -1.147 -0.215
O 0.805 0.742 1.004
H -0.046 -1.297 2.632
H 0.671 -2.653 1.757
H -0.542 -1.641 0.969
H 2.195 -0.603 1.863
H 1.101 -1.281 -0.951
H 2.595 -0.378 -0.612
H 2.439 -2.116 -0.164
H 0.670 1.089 1.894
*
```

Entry b
This record from the OMol25 dataset describes a single C8H14O molecule. The level of theory is ωB97M-V/def2-TZVPD.

Results
- SMILES string = C#C[C@H](O)CC(C)(C)C
- HOMO energy (eV) = -9.9
- frontier orbital gap (eV) = 10.63

Structure (ORCA input):
```
! RIJCOSX wB97M-V def2-TZVPD def2/J DEFGRID3
* xyz 0 1
C -2.830 0.909 2.825
C -2.264 0.506 1.846
C -1.590 -0.005 0.639
O -2.025 -1.349 0.455
C -0.064 0.021 0.813
C 0.818 -0.029 -0.478
C 2.099 -0.826 -0.156
C 0.149 -0.682 -1.697
C 1.230 1.404 -0.871
H -3.342 1.250 3.695
H -1.911 0.597 -0.217
H -1.953 -1.558 -0.488
H 0.217 0.922 1.378
H 0.210 -0.823 1.462
H 1.857 -1.862 0.107
H 2.642 -0.384 0.686
H 2.778 -0.856 -1.016
H -0.104 -1.729 -1.503
H 0.821 -0.671 -2.564
H -0.758 -0.150 -2.000
H 1.761 1.905 -0.053
H 1.903 1.400 -1.737
H 0.356 2.012 -1.128
*
```

Entry c
This record from the OMol25 dataset describes a 2-piece molecular cluster, C8H14O overall. The level of theory is ωB97M-V/def2-TZVPD.

Results
- SMILES string = C#C[C@@H](C)C(=C)C.CO
- HOMO energy (eV) = -9.3
- frontier orbital gap (eV) = 10.19

Structure (ORCA input):
```
! RIJCOSX wB97M-V def2-TZVPD def2/J DEFGRID3
* xyz 0 1
C -3.777 -0.152 -0.078
C -2.615 0.028 -0.308
C -1.199 0.288 -0.541
C -0.837 1.733 -0.178
C -0.410 -0.757 0.225
C 0.004 -1.889 -0.393
C -0.177 -0.518 1.681
H -4.813 -0.212 0.105
H -1.003 0.140 -1.609
H 0.234 1.872 -0.305
H -1.360 2.420 -0.841
H -1.110 1.962 0.849
H -0.367 -2.140 -1.377
H 0.303 -2.745 0.195
H 0.479 0.339 1.823
H -1.126 -0.308 2.178
H 0.272 -1.389 2.152
C 3.226 0.444 -0.559
O 1.869 0.107 -0.632
H 3.299 1.420 -0.074
H 3.673 0.543 -1.557
H 3.820 -0.268 0.032
H 1.614 -0.919 -0.787
*
```

It is entry b that is most stable; the runner-up trails by 32.0 kcal/mol.

Entry a
This record from the OMol25 dataset describes a single C12H20N4O3 molecule. The level of theory is ωB97M-V/def2-TZVPD.

Results
- SMILES string = CC[C@H](C)[C@H](NC(=O)[C@@H](N)Cc1c[nH]cn1)C(=O)O
- HOMO energy (eV) = -8.6
- frontier orbital gap (eV) = 9.26

Structure (ORCA input):
```
! RIJCOSX wB97M-V def2-TZVPD def2/J DEFGRID3
* xyz 0 1
C -2.735 3.680 0.743
C -1.666 2.765 1.452
C -0.562 2.220 0.530
C -0.099 3.395 -0.328
C -0.896 0.923 -0.209
N 0.330 0.203 -0.559
C 0.381 -1.023 -1.024
O -0.692 -1.611 -1.221
C 1.693 -1.667 -1.450
N 2.872 -0.972 -0.820
C 1.736 -3.168 -1.026
C 1.412 -3.438 0.378
C 0.200 -3.895 0.888
N 0.426 -3.956 2.246
C 1.660 -3.492 2.458
N 2.334 -3.217 1.405
C -1.797 1.147 -1.485
O -3.042 1.268 -1.524
O -1.023 1.217 -2.513
H -2.215 4.678 0.377
H -3.536 3.934 1.451
H -3.235 3.332 -0.291
H -2.109 1.852 1.997
H -1.068 3.248 2.258
H 0.189 1.973 1.246
H 0.165 4.280 0.253
H 0.907 3.148 -0.833
H -0.851 3.648 -1.123
H -1.506 0.244 0.363
H 1.312 0.593 -0.521
H 1.735 -1.601 -2.557
H 3.014 -1.485 0.104
H 3.677 -1.027 -1.407
H 2.735 -3.512 -1.218
H 1.065 -3.783 -1.653
H -0.769 -3.997 0.478
H -0.340 -4.162 2.923
H 1.966 -3.301 3.497
H -1.666 1.557 -3.284
*
```

Entry b
This record from the OMol25 dataset describes a single C12H20N4O3 molecule. The level of theory is ωB97M-V/def2-TZVPD.

Results
- SMILES string = CC[C@H](C)[C@H](N)C(=O)N[C@@H](Cc1c[nH]cn1)C(=O)O
- HOMO energy (eV) = -8.9
- frontier orbital gap (eV) = 9.41

Structure (ORCA input):
```
! RIJCOSX wB97M-V def2-TZVPD def2/J DEFGRID3
* xyz 0 1
C 3.675 0.028 -1.202
C 3.239 -0.784 -0.073
C 1.753 -0.539 0.330
C 1.742 0.217 1.775
C 0.930 -1.821 0.483
N 0.687 -2.283 -0.838
C -0.560 -1.440 0.922
O -1.127 -1.833 1.919
N -1.066 -0.652 0.016
C -2.497 -0.365 -0.013
C -2.851 0.927 -0.815
C -1.907 1.999 -0.391
C -0.676 2.335 -0.881
N -0.200 3.326 -0.115
C -1.172 3.659 0.767
N -2.263 3.018 0.558
C -3.253 -1.664 -0.316
O -2.855 -2.595 -0.925
O -4.453 -1.502 0.349
H 4.267 0.883 -0.757
H 2.883 0.559 -1.802
H 4.351 -0.602 -1.993
H 3.328 -1.814 -0.088
H 3.899 -0.686 0.861
H 1.189 0.011 -0.423
H 1.274 -0.257 2.602
H 2.790 0.478 1.966
H 1.159 1.128 1.556
H 1.303 -2.455 1.315
H 1.542 -2.633 -1.233
H -0.047 -2.978 -0.949
H -0.515 -0.545 -0.841
H -2.775 -0.295 1.000
H -4.000 1.263 -0.786
H -2.735 0.718 -1.855
H -0.095 1.809 -1.671
H 0.756 3.478 -0.236
H -0.928 4.334 1.463
H -4.794 -2.428 0.321
*
```

Entry c
This record from the OMol25 dataset describes a single C12H20N4O3 molecule. The level of theory is ωB97M-V/def2-TZVPD.

Results
- SMILES string = CC(C)C[C@H](NC(=O)[C@@H](N)Cc1c[nH]cn1)C(=O)O
- HOMO energy (eV) = -9.0
- frontier orbital gap (eV) = 9.58

Structure (ORCA input):
```
! RIJCOSX wB97M-V def2-TZVPD def2/J DEFGRID3
* xyz 0 1
C 3.746 1.600 0.981
C 2.382 1.108 0.617
C 1.996 1.747 -0.728
C 2.362 -0.425 0.378
C 1.021 -0.876 -0.076
N 0.180 -0.965 1.157
C -1.156 -1.281 1.144
O -1.716 -1.305 2.213
C -1.912 -1.748 -0.173
N -2.362 -3.153 0.013
C -3.160 -0.862 -0.475
C -2.823 0.585 -0.455
C -3.274 1.453 0.415
N -2.624 2.623 0.191
C -1.781 2.403 -0.895
N -1.937 1.179 -1.342
C 1.156 -2.220 -0.682
O 0.838 -3.221 -0.118
O 1.581 -2.264 -2.013
H 3.753 2.578 1.429
H 4.252 0.801 1.508
H 4.341 1.853 0.026
H 1.708 1.311 1.484
H 2.333 2.740 -0.826
H 0.997 1.669 -1.070
H 2.538 1.152 -1.388
H 2.659 -0.811 1.377
H 3.171 -0.766 -0.403
H 0.516 -0.265 -0.854
H 0.616 -0.905 2.045
H -1.312 -1.577 -1.080
H -1.590 -3.833 -0.005
H -2.699 -3.243 1.013
H -3.630 -1.032 -1.424
H -3.874 -0.956 0.261
H -3.734 1.438 1.392
H -2.819 3.583 0.319
H -1.417 3.282 -1.527
H 1.677 -1.398 -2.430
*
```

It is entry a that is most stable; the runner-up trails by 10.7 kcal/mol.

Entry a
This record from the OMol25 dataset describes a single CH5N3O molecule. The level of theory is ωB97M-V/def2-TZVPD.

Results
- HOMO energy (spin up / spin down) (eV) = -8.0 / -9.0
- frontier orbital gap (spin up / spin down) (eV) = 8.50 / 9.83

Structure (ORCA input):
```
! RIJCOSX wB97M-V def2-TZVPD def2/J DEFGRID3
* xyz 0 1
C 0.232 -0.940 0.562
N -0.903 -0.209 -0.043
N -0.995 1.024 0.353
N 1.483 0.945 0.192
O 1.316 -0.358 -0.141
H 0.119 -0.636 1.691
H 0.131 -1.914 0.238
H -0.737 -0.516 -1.087
H -1.292 1.714 -0.459
H 1.733 1.468 -0.722
*
```

Entry b
This record from the OMol25 dataset describes a single CH5N3O molecule. The level of theory is ωB97M-V/def2-TZVPD.

Results
- SMILES string = N/N=C/NO
- HOMO energy (eV) = -7.8
- frontier orbital gap (eV) = 8.87

Structure (ORCA input):
```
! RIJCOSX wB97M-V def2-TZVPD def2/J DEFGRID3
* xyz 0 1
N -0.040 2.140 0.129
N 0.023 0.851 -0.324
C 0.525 0.016 0.523
N 0.217 -1.308 0.327
O -0.525 -1.715 -0.752
H -0.612 2.677 -0.622
H -0.692 2.343 1.107
H 0.704 0.080 1.580
H 0.100 -1.675 1.265
H 0.150 -1.589 -1.378
*
```

It is entry b that is most stable; the runner-up trails by 33.6 kcal/mol.

Entry a
This record from the OMol25 dataset describes a single CH5N3O molecule. The level of theory is ωB97M-V/def2-TZVPD.

Results
- SMILES string = [H]/N=C(/N)NO
- HOMO energy (eV) = -8.6
- frontier orbital gap (eV) = 9.21

Structure (ORCA input):
```
! RIJCOSX wB97M-V def2-TZVPD def2/J DEFGRID3
* xyz 0 1
H -1.347 -1.805 0.121
N -1.637 -0.732 0.035
C -0.461 0.028 -0.064
N -0.553 1.359 0.130
N 0.625 -0.721 -0.130
O 1.820 0.011 -0.019
H -1.663 1.349 -0.042
H -0.160 1.969 -0.780
H 0.540 -1.640 0.187
H 1.795 0.529 0.798
*
```

Entry b
This record from the OMol25 dataset describes a single CH5N3O molecule. The level of theory is ωB97M-V/def2-TZVPD.

Results
- SMILES string = NNC(N)=O
- HOMO energy (eV) = -9.8
- frontier orbital gap (eV) = 10.52

Structure (ORCA input):
```
! RIJCOSX wB97M-V def2-TZVPD def2/J DEFGRID3
* xyz 0 1
N -0.124 -1.256 -0.280
N -0.914 -0.066 0.011
C -0.064 1.023 -0.037
N 1.232 0.683 -0.187
O -0.492 2.096 0.231
H -0.187 -2.034 0.344
H -0.530 -1.784 -1.092
H -2.059 -0.020 0.297
H 1.646 1.501 0.480
H 1.492 -0.143 0.233
*
```

Entry c
This record from the OMol25 dataset describes a single CH5N3O molecule. The level of theory is ωB97M-V/def2-TZVPD.

Results
- SMILES string = [H]/N=C(\N)NO
- HOMO energy (eV) = -9.5
- frontier orbital gap (eV) = 10.15

Structure (ORCA input):
```
! RIJCOSX wB97M-V def2-TZVPD def2/J DEFGRID3
* xyz 0 1
H 0.791 1.959 -0.154
N -0.040 1.364 -0.043
C 0.148 0.090 -0.111
N 1.343 -0.550 -0.083
N -0.986 -0.802 -0.161
O -2.179 -0.051 -0.106
H 2.222 0.037 0.071
H 1.441 -1.546 -0.236
H -0.881 -1.368 0.710
H -1.858 0.869 0.112
*
```

It is entry c that is most stable; the runner-up trails by 6.1 kcal/mol.

Entry a
This record from the OMol25 dataset describes a 3-piece molecular cluster, C2H10N2O2 overall. The level of theory is ωB97M-V/def2-TZVPD.

Results
- SMILES string = N/C=C/N.O.O
- HOMO energy (eV) = -7.9
- frontier orbital gap (eV) = 8.50

Structure (ORCA input):
```
! RIJCOSX wB97M-V def2-TZVPD def2/J DEFGRID3
* xyz 0 1
N 1.072 -0.805 0.718
C -0.272 -0.450 1.098
C -0.741 0.721 1.538
N -2.027 0.905 2.073
H 1.661 0.019 0.675
H 1.414 -1.450 1.408
H -0.871 -1.340 1.290
H -0.272 1.632 1.174
H -2.654 0.160 1.798
H -2.323 1.842 1.902
O 2.033 -1.228 -2.794
H 2.449 -0.426 -3.178
H 1.124 -0.948 -2.556
O -0.368 0.134 -1.953
H -0.374 1.082 -2.069
H 0.150 0.154 -1.124
*
```

Entry b
This record from the OMol25 dataset describes a 3-piece molecular cluster, C2H10N2O2 overall. The level of theory is ωB97M-V/def2-TZVPD.

Results
- HOMO energy (eV) = -8.0
- frontier orbital gap (eV) = 4.20

Structure (ORCA input):
```
! RIJCOSX wB97M-V def2-TZVPD def2/J DEFGRID3
* xyz 0 1
C -0.597 0.231 1.001
C -1.771 -0.440 0.555
N -1.893 -0.785 -0.788
N -0.855 1.759 1.200
H 0.246 0.229 0.251
H -2.188 -1.240 1.172
H -1.012 -0.477 -1.225
H -2.571 -0.121 -1.193
H -0.906 2.181 0.272
H -0.206 -0.099 1.959
H 3.105 -0.523 -0.613
H 1.652 0.405 -2.098
O 2.016 0.447 -1.206
H -1.863 1.700 1.371
H 3.180 -2.021 -0.484
O 3.663 -1.247 -0.176
*
```

It is entry a that is most stable; the runner-up trails by 112.9 kcal/mol.

Entry a
This record from the OMol25 dataset describes a 2-piece molecular cluster, C2H10N2O2 overall. The level of theory is ωB97M-V/def2-TZVPD.

Results
- SMILES string = NCCO.NO
- HOMO energy (eV) = -8.9
- frontier orbital gap (eV) = 9.74

Structure (ORCA input):
```
! RIJCOSX wB97M-V def2-TZVPD def2/J DEFGRID3
* xyz 0 1
N -0.074 1.908 0.024
C 0.990 0.951 -0.201
C 0.597 -0.328 -1.281
O 0.966 -1.575 -0.862
H -0.352 2.350 -0.845
H -0.896 1.437 0.391
H 1.563 0.730 0.705
H 1.767 1.464 -0.772
H 1.082 -0.118 -2.235
H -0.491 -0.212 -1.389
H 0.545 -1.699 0.065
N -1.628 -0.879 1.131
O -0.251 -1.175 1.443
H -2.125 -0.935 2.021
H -1.942 -1.667 0.567
H 0.251 -0.253 1.240
*
```

Entry b
This record from the OMol25 dataset describes a 3-piece molecular cluster, C2H10N2O2 overall. The level of theory is ωB97M-V/def2-TZVPD.

Results
- SMILES string = N/C=C/N.O.O
- HOMO energy (eV) = -8.5
- frontier orbital gap (eV) = 9.31

Structure (ORCA input):
```
! RIJCOSX wB97M-V def2-TZVPD def2/J DEFGRID3
* xyz 0 1
N -0.432 -0.649 -0.825
C 0.404 -1.276 0.218
C 0.298 -1.200 1.544
N 1.407 -0.892 2.418
H -0.154 0.256 -1.124
H -0.289 -1.123 -1.722
H 1.322 -1.737 -0.316
H -0.560 -0.762 1.917
H 2.064 -1.758 2.564
H 1.056 -0.623 3.321
O -3.994 2.470 -3.565
H -3.540 1.671 -3.519
H -4.525 2.106 -4.284
O 2.143 1.346 0.777
H 1.863 0.559 1.303
H 2.938 1.613 1.293
*
```

Entry c
This record from the OMol25 dataset describes a 3-piece molecular cluster, C2H10N2O2 overall. The level of theory is ωB97M-V/def2-TZVPD.

Results
- SMILES string = [H]/N=C/NC.O.O
- HOMO energy (eV) = -9.0
- frontier orbital gap (eV) = 9.87

Structure (ORCA input):
```
! RIJCOSX wB97M-V def2-TZVPD def2/J DEFGRID3
* xyz 0 1
H 1.082 1.858 0.091
N 0.560 1.016 -0.129
C 0.268 0.352 0.911
N -0.031 -0.993 0.888
C 0.578 -1.917 1.790
H 0.205 0.677 1.967
H -0.026 -1.177 -0.115
H 1.684 -1.870 1.858
H 0.295 -2.926 1.511
H 0.353 -1.666 2.838
O -1.325 3.255 -2.118
H -1.124 3.760 -1.311
H -2.008 2.666 -1.800
O -0.520 -0.982 -2.096
H -0.097 -1.764 -2.441
H 0.106 -0.289 -1.844
*
```

It is entry c that is most stable; the runner-up trails by 32.6 kcal/mol.

Entry a
This record from the OMol25 dataset describes a single C4H6O2 molecule. The level of theory is ωB97M-V/def2-TZVPD.

Results
- SMILES string = O[C@H]1[C@@H]2C[C@]12O
- HOMO energy (eV) = -8.8
- frontier orbital gap (eV) = 9.60

Structure (ORCA input):
```
! RIJCOSX wB97M-V def2-TZVPD def2/J DEFGRID3
* xyz 0 1
O 2.195 0.193 -0.016
C 0.885 0.443 0.368
C -0.183 0.647 -0.687
C -1.437 0.622 0.130
C -0.158 -0.593 0.142
O -0.214 -1.928 -0.105
H 2.188 -0.380 -0.795
H 0.897 1.044 1.273
H -0.037 0.881 -1.725
H -1.519 1.215 1.023
H -2.336 0.272 -0.339
H -0.281 -2.417 0.729
*
```

Entry b
This record from the OMol25 dataset describes a single C4H6O2 molecule. The level of theory is ωB97M-V/def2-TZVPD.

Results
- SMILES string = CCC(=O)C=O
- HOMO energy (eV) = -9.9
- frontier orbital gap (eV) = 9.63

Structure (ORCA input):
```
! RIJCOSX wB97M-V def2-TZVPD def2/J DEFGRID3
* xyz 0 1
C -1.636 -0.079 0.723
C -0.115 -0.396 0.981
C 0.555 0.039 -0.289
O -0.099 0.173 -1.306
C 2.004 0.473 -0.480
O 2.693 1.017 0.343
H -1.843 0.994 0.612
H -1.989 -0.498 -0.236
H -2.256 -0.520 1.498
H -0.050 -1.486 1.091
H 0.460 -0.031 1.861
H 2.285 0.331 -1.544
*
```

It is entry b that is most stable; the runner-up trails by 52.6 kcal/mol.